A single C4H6O3Si molecule in a non-equilibrium geometry, computed with the ωB97M-V functional and the def2-TZVPD basis.

Output
HOMO energy (spin up / spin down) in eV: -6.41 / -9.34
HOMO-LUMO gap (spin up / spin down) in eV: 6.0 / 6.9
<S²>: 2.02
2S+1: 3

Element x y z (Å)
C 0.652 -1.951 -0.475
C -1.696 0.213 -1.216
C 1.532 0.954 -0.681
C -0.404 0.675 1.760
O 1.151 -2.145 -1.559
O -2.797 0.170 -0.747
O 2.034 1.805 0.000
Si -0.090 0.155 -0.037
H 0.589 -2.823 0.350
H -1.473 0.005 -2.288
H 2.013 0.463 -1.615
H -1.205 0.186 2.293
H 0.518 0.603 2.420
H -0.824 1.689 1.795

Results of the natural (NBO) charge analysis, in e, for atoms 1 through 5: -0.2151 0.0726 0.0366 -1.1443 -0.4008



A single C4H6O4 molecule in a non-equilibrium geometry, computed with the ωB97M-V functional and the def2-TZVPD basis.

Output
HOMO energy in eV: -9.98
HOMO-LUMO gap in eV: 10.4
SMILES: O=C(O)[C@]1(O)C[C@@H]1O

Element x y z (Å)
O -1.422 0.985 1.091
C -1.268 0.639 -0.047
O -2.053 1.066 -1.145
C -0.063 -0.228 -0.439
O -0.185 -0.610 -1.820
C 0.359 -1.169 0.750
C 1.200 -0.012 0.403
O 1.440 0.986 1.243
H -1.608 0.489 -1.814
H 0.286 0.190 -2.291
H 0.857 -2.157 0.661
H -0.273 -1.006 1.647
H 2.119 -0.429 -0.031
H 0.611 1.256 1.793

Results of the natural (NBO) charge analysis, in e, for atoms 1 through 5: -0.5985 0.7681 -0.6716 0.0564 -0.6916



Looking at relative energy (zero: lowest compared OMol25 entry of this formula, charge and spin) for the records above, in order, we have 3.916, 2.652 eV.